{
  "formula": "C6H12N2S2",
  "method": "wB97M-V/def2-TZVPD",
  "homo_lumo_gap_ev": [9.23, 4.61],
  "total_energy_ha": -1141.55302,
  "lumo_energy_ha": [0.0202, -0.0664],
  "relative_energy_ev": 4.357,
  "homo_energy_ev": [-8.68, -6.42],
  "multiplicity": 1,
  "species": ["H", "H", "C", "H", "H", "H", "C", "N", "H", "H", "H", "C", "H", "H", "H", "N", "H", "C", "C", "S", "S", "C"],
  "xyz": [[-3.18, -1.98, -0.73], [0.03, -3.07, 0.88], [2.86, 0.41, -0.15], [-3.74, -0.42, -0.72], [-0.05, -2.64, -0.97], [0.13, -0.61, 0.83], [-0.62, -2.57, 0.05], [1.88, 1.20, 0.02], [2.57, 2.08, 1.73], [0.93, 0.61, -1.79], [0.86, 1.95, 1.76], [0.94, 1.39, -1.07], [-0.10, 1.23, -0.75], [1.25, 2.39, -1.54], [1.57, 3.18, 0.60], [-2.95, -0.95, -0.72], [-1.61, -2.97, -0.12], [-0.77, -1.11, 0.33], [-1.90, -0.43, 0.04], [-2.06, 1.12, 0.62], [4.11, -0.45, 0.31], [1.74, 2.21, 1.12]],
  "nbo_charge": [0.382, 0.248, 0.015, 0.390, 0.246, 0.232, -0.674, -0.433, 0.218, 0.223, 0.218, -0.435, 0.231, 0.199, 0.208, -0.804, 0.203, -0.099, -0.063, -0.041, -0.041, -0.424]
}